The following is a quantum chemistry calculation of 11 unconnected molecules or ions with the total composition C28H66Br10N2O8 in a non-equilibrium geometry, from OMol25.

The calculated total energy comes out at -749884.456 eV. Its highest occupied orbital energy is -0.3503 Eh. The total charge is 0. The molecular weight comes out at 1357.88 g/mol. The energy above the lowest of the compared OMol25 structures with the same formula, charge and spin comes out at 86.1 kJ/mol. For the LUMO energy, the calculation gives -0.00701 hartree. The calculation puts the gap between HOMO and LUMO at 9.342 eV.

Positions of all 114 atoms, in Å:
C: 11.43032 -10.06925 -24.77436
N: 10.29762 -10.99004 -25.06089
O: 9.33396 -10.47858 -25.57882
O: 10.43536 -12.15503 -24.75724
H: 12.34387 -10.48162 -25.20248
H: 11.61296 -9.97316 -23.70834
H: 11.19910 -9.12542 -25.24840
C: 15.10572 -13.54575 -30.94747
N: 14.37789 -12.70390 -31.93289
O: 14.99647 -12.11795 -32.80747
O: 13.16261 -12.73601 -31.85588
H: 16.14595 -13.25868 -30.88953
H: 14.81702 -14.56203 -31.17975
H: 14.66617 -13.24868 -29.99751
Br: 13.64725 -8.02192 -34.17705
C: 12.87909 -9.77564 -33.71871
C: 11.39658 -9.71282 -33.92862
Br: 10.66907 -11.51507 -33.73277
H: 13.19420 -10.00547 -32.69878
H: 13.47493 -10.52218 -34.24197
H: 11.13878 -9.33996 -34.91010
H: 10.96454 -9.13418 -33.12203
Br: 11.51390 -16.55947 -25.47519
C: 13.07068 -15.45556 -25.99143
C: 12.81709 -14.03749 -25.61130
Br: 14.36515 -12.97838 -26.13019
H: 13.05603 -15.57473 -27.07021
H: 13.93378 -15.95436 -25.57548
H: 12.66413 -13.91489 -24.54433
H: 11.94408 -13.62362 -26.10199
Br: 7.98717 -14.11156 -30.00108
C: 9.66236 -13.25081 -29.52261
C: 9.39223 -11.79415 -29.23580
Br: 11.01327 -10.94800 -28.49915
H: 10.36830 -13.33050 -30.34030
H: 10.07980 -13.70375 -28.62859
H: 8.63715 -11.67847 -28.46817
H: 9.19064 -11.22211 -30.13121
Br: 21.62774 -13.02084 -28.04133
C: 19.85744 -13.42897 -28.72402
C: 18.89303 -12.35158 -28.40356
Br: 19.27345 -10.70453 -29.36365
H: 19.55379 -14.39736 -28.32845
H: 19.92722 -13.62079 -29.79310
H: 18.90550 -12.14500 -27.33585
H: 17.84825 -12.55042 -28.62934
Br: 20.45465 -7.25732 -32.05224
C: 20.87227 -9.16128 -32.10944
C: 21.71581 -9.52693 -33.29676
Br: 21.31238 -11.37351 -33.77545
H: 19.88223 -9.60174 -32.13237
H: 21.32973 -9.44082 -31.16671
H: 22.77335 -9.44999 -33.08109
H: 21.45257 -8.89877 -34.13973
C: 18.15569 -0.18000 -35.54993
C: 18.82841 -1.42592 -35.02215
O: 17.85184 -2.39673 -34.76528
C: 18.35840 -3.57376 -34.14003
C: 17.26977 -4.20602 -33.30036
H: 17.46327 -0.36039 -36.36931
H: 17.58036 0.29157 -34.74932
H: 18.91218 0.55327 -35.83748
H: 19.61125 -1.77623 -35.71811
H: 19.43458 -1.09291 -34.16035
H: 18.60701 -4.28231 -34.93982
H: 19.23114 -3.35562 -33.51719
H: 17.62474 -5.18434 -32.94665
H: 16.38127 -4.43687 -33.89496
H: 16.93651 -3.68782 -32.40059
C: 16.48915 -7.85580 -31.79782
C: 16.87065 -8.61270 -30.55956
O: 15.67588 -8.82635 -29.82382
C: 15.75952 -9.70671 -28.71248
C: 14.31635 -10.00409 -28.33730
H: 15.96107 -6.93878 -31.53138
H: 17.39883 -7.60425 -32.35447
H: 15.88625 -8.36322 -32.56076
H: 17.30029 -9.59687 -30.81199
H: 17.65064 -8.15804 -29.93243
H: 16.25791 -10.64282 -29.02375
H: 16.32563 -9.25607 -27.89118
H: 14.12993 -10.51730 -27.38916
H: 13.72908 -10.43351 -29.15119
H: 13.83692 -9.01242 -28.30666
C: 17.66305 -5.72810 -37.76928
C: 17.16115 -6.46764 -36.53775
O: 17.70059 -7.78033 -36.59123
C: 17.62601 -8.38277 -35.33514
C: 18.44981 -9.65181 -35.36742
H: 17.57303 -6.41560 -38.60762
H: 17.01367 -4.87695 -37.99413
H: 18.65809 -5.32417 -37.60113
H: 17.46040 -5.99300 -35.59776
H: 16.06477 -6.52209 -36.53403
H: 18.02040 -7.71009 -34.56659
H: 16.60543 -8.68232 -35.07598
H: 19.48656 -9.39716 -35.59031
H: 18.03228 -10.32506 -36.11491
H: 18.45676 -10.19241 -34.41913
C: 13.87980 -3.09129 -29.10030
C: 15.02807 -4.04004 -29.35549
O: 15.34384 -4.74635 -28.17964
C: 16.52703 -5.49665 -28.33239
C: 16.67965 -6.54000 -27.26245
H: 13.68632 -2.57083 -30.04294
H: 12.95574 -3.52968 -28.72985
H: 14.16226 -2.32777 -28.36913
H: 14.73504 -4.76177 -30.13424
H: 15.90841 -3.48018 -29.69944
H: 16.47426 -5.99127 -29.31228
H: 17.36759 -4.79281 -28.29375
H: 16.50186 -6.08162 -26.28510
H: 17.64375 -7.03093 -27.36850
H: 15.90110 -7.30552 -27.29009

---

The following is a quantum chemistry calculation of C4H8N2 in the gas phase in a non-equilibrium geometry, from OMol25.

The calculated total energy comes out at -7254.050 eV. Its highest occupied orbital energy is -0.3441 Eh. The total charge is 0. The molecular weight comes out at 84.12 g/mol. The energy above the lowest of the compared OMol25 structures with the same formula, charge and spin comes out at 369.1 kJ/mol. For the LUMO energy, the calculation gives 0.04059 hartree. The calculation puts the gap between HOMO and LUMO at 10.467 eV.

Positions of all 14 atoms, in Å:
C: 1.82529 -0.13804 -0.06638
N: 1.09546 -1.37461 0.21591
C: 0.60747 -0.47425 -0.82343
C: -0.60601 0.39139 -0.62244
C: -1.70016 -0.05591 0.24422
N: -0.90102 0.96110 0.87784
H: 2.80319 -0.25679 -0.51992
H: 1.72244 0.67575 0.64760
H: 0.55401 -1.25770 1.07034
H: 0.73529 -0.89056 -1.82810
H: -0.46287 1.45960 -0.70665
H: -1.49310 -0.99597 0.75193
H: -2.74511 0.11706 0.03320
H: -1.43486 1.83894 0.72586

---

The following is a quantum chemistry calculation of 2 unconnected molecules or ions with the total composition C32H38BN3O7 in a non-equilibrium geometry, from OMol25.

The calculated total energy comes out at -53275.836 eV. Its highest occupied orbital energy is -0.2827 Eh. The total charge is 0. The molecular weight comes out at 587.48 g/mol. For the LUMO energy, the calculation gives -0.02347 hartree. The calculation puts the gap between HOMO and LUMO at 7.054 eV.

Positions of all 81 atoms, in Å:
C: 5.53451 -0.70896 -0.58414
C: 4.50325 0.16153 -1.07237
C: 4.51819 1.00636 -2.15552
C: 3.19851 1.41425 -2.35022
C: 2.38476 0.47372 -1.64318
B: 1.19989 2.35844 -0.81849
O: 0.72926 1.66708 0.29781
C: -0.31778 2.55051 0.76071
C: -0.36868 3.79219 -0.20147
C: -1.47923 4.73335 0.21466
C: -0.59303 3.31903 -1.68088
O: 0.41489 2.37036 -2.00701
C: 1.10267 4.42110 -0.17071
O: 2.06869 3.41126 -0.61099
O: 3.21374 0.01420 -0.64145
H: 6.43251 -0.12671 -0.38794
H: 5.20111 -1.21989 0.30715
H: 5.78883 -1.44256 -1.35334
H: 5.39556 1.29643 -2.74216
H: 2.88832 2.26088 -2.97846
H: -1.29690 2.03292 0.75936
H: -0.04147 2.89153 1.77834
H: -1.49115 5.60540 -0.44785
H: -2.43614 4.20577 0.12697
H: -1.35065 5.04097 1.25781
H: -1.57972 2.84895 -1.78647
H: -0.50157 4.18911 -2.35470
H: 1.17664 5.26660 -0.88642
H: 1.38697 4.70310 0.86263
C: -4.27045 -2.77924 1.70398
N: -2.88969 -2.34632 1.65737
C: -2.15790 -2.23385 2.80575
O: -2.51936 -2.62816 3.91402
C: -0.82440 -1.57185 2.41369
C: 0.40354 -2.24199 3.03164
C: 0.33509 -2.28768 4.54716
C: 0.64237 -3.48382 5.20071
C: 0.50132 -3.57856 6.58575
C: 0.09812 -2.45459 7.32133
C: -0.16996 -1.24527 6.67128
C: -0.04898 -1.15571 5.28223
N: -0.84527 -1.60489 0.95758
C: 0.22672 -1.08443 0.24305
C: 0.19848 -0.56851 -0.99581
C: 1.32486 -0.36407 -2.00473
C: 0.76957 -0.06590 -3.43454
C: 1.49341 0.64569 -4.39544
C: 0.91483 1.04969 -5.58744
C: -0.36631 0.57404 -5.88906
N: -1.09500 1.24570 -6.90687
O: -2.25587 0.87625 -7.17787
O: -0.53117 2.20432 -7.48186
C: -1.01313 -0.34886 -5.04851
C: -0.45818 -0.64645 -3.80981
C: -2.25371 -1.76217 0.48028
C: -2.38002 -2.73214 -0.70546
C: -2.93195 -0.42662 0.15265
H: -4.48573 -3.13260 2.71304
H: -4.97485 -1.97400 1.46296
H: -4.45560 -3.59850 1.00428
H: -0.87187 -0.51716 2.76497
H: 0.47188 -3.27382 2.64403
H: 1.30950 -1.68777 2.72943
H: 0.94876 -4.34697 4.59785
H: 0.71692 -4.52584 7.07899
H: 0.01335 -2.52372 8.40172
H: -0.47631 -0.35898 7.23165
H: -0.27340 -0.22547 4.75082
H: 1.14047 -1.03480 0.84918
H: -0.75861 -0.42443 -1.45957
H: 1.77818 -1.36617 -2.07517
H: 2.51932 0.98791 -4.24126
H: 1.45152 1.73216 -6.24754
H: -1.98015 -0.73730 -5.34879
H: -1.03857 -1.29095 -3.14471
H: -2.25907 -3.76025 -0.33678
H: -3.38181 -2.63276 -1.14872
H: -1.62552 -2.52318 -1.46989
H: -3.09666 0.14799 1.07698
H: -2.34068 0.17320 -0.54602
H: -3.90997 -0.62811 -0.31020

---

The following is a quantum chemistry calculation of a molecular structure, C9H22Cl2MnO3P2 in a non-equilibrium geometry, from OMol25.

The calculated total energy comes out at -90769.721 eV. As for the multiplicity: 6. Its highest occupied orbital energy (spin up / spin down) is -0.1277 / -0.3150 Eh. The total charge is 0. As for the expectation value of S²: 8.83. The molecular weight comes out at 366.06 g/mol. For the LUMO energy (spin up / spin down), the calculation gives 0.01951 / -0.01458 hartree. The calculation puts the gap between HOMO and LUMO (spin up / spin down) at 4.006 / 8.176 eV.

Positions of all 39 atoms, in Å:
Mn: -0.26289 0.27678 0.31132
H: 1.42728 0.73185 -0.39009
H: 1.09242 0.22055 -0.93626
P: 0.28637 2.01729 1.56617
P: -1.40702 -0.42320 -1.46403
C: -2.12934 -2.07689 -1.08434
H: -2.70077 -2.46610 -1.94026
H: -1.31376 -2.76691 -0.83720
H: -2.79548 -2.00129 -0.21824
C: -2.90943 0.39476 -2.12754
H: -2.64836 1.39710 -2.48645
H: -3.35914 -0.18097 -2.95088
H: -3.65156 0.49993 -1.32518
C: -0.44160 -0.87578 -2.95001
H: 0.33839 -1.59197 -2.66123
H: -1.09212 -1.34233 -3.70428
H: 0.03453 0.01721 -3.36933
C: -0.85678 3.43476 1.82668
H: -0.42980 4.18013 2.51551
H: -1.05837 3.92584 0.86593
H: -1.80403 3.07509 2.25043
C: 0.56554 1.47776 3.30766
H: 1.37443 0.73626 3.32020
H: 0.83127 2.31972 3.96134
H: -0.34716 1.00182 3.68747
C: 1.87273 2.88793 1.23908
H: 1.83945 3.37540 0.25640
H: 2.05701 3.64661 2.01468
H: 2.69009 2.15547 1.23768
C: 0.21304 -1.48935 1.27848
O: 0.31397 -1.58492 2.47810
H: -0.77818 1.29454 -0.78963
Cl: 1.23261 -4.25299 -1.86859
C: 2.41984 -3.66227 -0.69943
Cl: 3.94886 -3.17335 -1.40388
C: 1.84135 -2.51348 0.11052
O: 2.45139 -1.52462 0.45515
O: 0.53678 -2.69877 0.48183
H: 2.61844 -4.44161 0.04223